Molecular formula: C8H35B2O9
Method: DFT, the ωB97M-V functional and the def2-TZVPD basis

As for the highest occupied orbital energy (alpha / beta): -9.2 / -9.2 eV. The spin multiplicity is 2. The expectation value of S² is 0.753. The calculation puts the energy relative to the best compared isomer or geometry (same formula, charge and spin) at 0.0 kcal/mol.

Geometry as XYZ:
```
54
Properties=species:S:1:pos:R:3:lowdin_charge:R:1
O 0.47989 0.34195 1.28975 0.20
H 0.79980 0.78702 2.07789 0.01
H 1.16839 0.31138 0.62145 0.01
H 0.21004 -0.56225 1.46641 0.08
B 1.54527 1.36773 3.56558 -0.09
H 1.92140 1.56385 4.55770 0.06
H 2.36163 1.23543 2.87255 0.07
H 1.02517 0.42687 3.65794 0.07
H 0.88994 2.15896 3.23584 0.04
B 2.49852 0.78224 -0.51650 -0.35
H 3.30331 0.60137 -1.21209 -0.03
H 1.56582 0.53700 -1.00040 0.00
H 2.65309 0.09482 0.30069 -0.01
H 2.49711 1.80570 -0.17478 -0.01
C -0.04139 3.14192 -0.77469 -0.27
C -1.29369 2.44028 -1.22559 -0.22
O -1.29603 1.10214 -0.76573 -0.07
O -0.07977 4.51580 -0.54687 -0.04
H 0.83260 2.83994 -1.35180 0.11
H 0.19331 2.74502 0.21298 0.11
H -1.46066 2.52502 -2.29939 0.13
H -2.10749 3.02541 -0.79727 0.12
H -2.03538 0.82026 -1.30933 0.09
H 0.83170 4.81378 -0.59193 0.09
C -3.99826 -0.71074 1.88501 -0.17
C -4.11133 0.64080 2.70337 -0.23
O -4.27724 1.69466 1.81739 -0.06
O -2.73554 -0.77324 1.21851 -0.10
H -4.71078 -0.83635 1.06976 0.12
H -4.12944 -1.50066 2.62455 0.12
H -3.19592 0.86948 3.24911 0.12
H -4.97886 0.60608 3.36237 0.11
H -4.82296 1.43601 1.07113 0.09
H -2.62359 -0.03893 0.61036 0.07
C 3.74554 -1.20015 -3.62680 -0.27
C 2.71819 -2.08703 -2.98181 -0.25
O 2.66916 -1.91612 -1.58285 -0.08
O 3.47058 0.17116 -3.58991 -0.07
H 3.91639 -1.30926 -4.69778 0.12
H 4.72133 -1.38506 -3.17763 0.12
H 2.85060 -3.15020 -3.18241 0.12
H 1.77060 -1.83673 -3.45881 0.11
H 2.73797 -0.98464 -1.36102 -0.02
H 3.51637 0.45790 -2.67488 0.01
C -1.10372 -2.68646 -0.91171 -0.21
C -0.18885 -3.12307 0.23073 -0.16
O -0.11239 -2.17375 1.32317 -0.08
O -2.48882 -2.90609 -0.54583 -0.08
H -0.77826 -3.31113 -1.74356 0.12
H -1.01296 -1.66567 -1.28299 0.11
H 0.81449 -3.23160 -0.18112 0.11
H -0.56437 -4.06348 0.63412 0.13
H -0.92764 -2.21589 1.82833 0.08
H -2.63278 -2.19148 0.07883 0.01
```

Molecular formula: C8H36FN3O15
Method: DFT, the ωB97M-V functional and the def2-TZVPD basis

As for the highest occupied orbital energy: -8.2 eV.

Geometry as XYZ:
```
63
Properties=species:S:1:pos:R:3:lowdin_charge:R:1
N 4.37808 1.42160 1.68722 0.06
C 3.04169 1.27795 1.08356 -0.26
C 2.72574 0.00064 0.24819 -0.04
N 1.50689 -0.28099 -0.43505 0.10
C 0.59568 0.81722 -0.23451 -0.13
C -0.81193 0.72510 -0.96162 -0.08
F -1.07757 -0.43043 -1.77603 -0.04
C -1.91761 1.80032 -0.86762 0.01
C -1.65865 3.07085 0.01691 -0.06
C -0.26445 3.18621 0.73097 -0.02
C 0.85773 2.08065 0.61942 -0.16
N 2.10204 2.32683 1.29993 0.12
H 4.25989 2.05570 2.49945 0.10
H 4.64082 0.49466 2.07915 0.07
H 3.56208 -0.79394 0.16906 0.09
H -2.92062 1.69127 -1.41681 0.09
H -2.46264 3.87796 0.14402 0.10
H -0.06913 4.12970 1.36674 0.10
O 4.50393 4.04729 -0.47157 -0.09
H 4.62438 3.25170 0.06105 -0.02
H 4.16724 3.71336 -1.31821 -0.01
O 7.09899 0.50582 -0.14534 -0.06
H 6.65421 -0.24457 -0.56056 0.04
H 6.45239 0.83669 0.49219 0.00
O 6.15015 0.54865 3.82709 -0.08
H 7.08792 0.38074 3.69470 0.01
H 6.13041 1.22092 4.51522 0.03
O 8.23176 1.52854 4.76775 -0.06
H 8.24634 1.96995 5.62687 0.07
H 8.39658 2.24174 4.13624 0.07
O -4.88281 0.57006 -2.54353 -0.08
H -4.71843 0.24751 -3.43820 0.01
H -5.18552 -0.21297 -2.06581 0.01
O -5.31378 -1.65330 -4.11988 -0.05
H -5.19848 -2.45175 -3.58905 0.06
H -5.63868 -1.98105 -4.96780 0.05
O 3.54173 2.20262 -2.25382 -0.05
H 3.69723 1.87908 -3.14999 0.06
H 3.24046 1.42028 -1.77136 0.02
O 4.56415 -2.68694 0.38118 -0.08
H 5.18286 -2.80916 1.11182 0.03
H 4.22112 -3.57386 0.21642 0.03
O -7.29355 -1.05963 -1.58265 -0.07
H -8.13645 -1.23492 -1.14835 0.02
H -7.51393 -0.41476 -2.26684 0.04
O -8.96768 -3.54498 -2.80563 -0.07
H -8.46858 -2.82780 -2.38880 0.00
H -9.38844 -3.99851 -2.06464 0.04
O -9.82220 -1.15009 -2.33566 -0.08
H -10.25898 -1.90592 -2.75663 0.01
H -10.47633 -0.82394 -1.70478 0.06
O 8.42243 -1.99359 1.50605 -0.06
H 8.43577 -1.55292 2.36414 0.02
H 8.58650 -1.27989 0.87424 0.02
O 4.30247 -4.88690 2.13593 -0.05
H 4.40182 -4.47069 3.00152 0.05
H 4.31517 -5.83285 2.32857 0.05
O -12.11846 -3.06011 -2.43296 -0.05
H -12.55322 -3.81305 -2.85268 0.05
H -12.77267 -2.73443 -1.80181 0.05
O -2.72083 2.77450 3.46423 -0.07
H -3.59337 2.64306 3.07340 0.03
H -2.12167 2.76473 2.70498 -0.01
```

Molecular formula: C8H36N2O9
Method: DFT, the ωB97M-V functional and the def2-TZVPD basis

The SMILES is COC[C@H](C)N.COC[C@H](C)N.O.O.O.O.O.O.O. As for the highest occupied orbital energy: -9.5 eV. The calculation puts the energy relative to the best compared isomer or geometry (same formula, charge and spin) at 14.0 kcal/mol.

Geometry as XYZ:
```
55
Properties=species:S:1:pos:R:3:lowdin_charge:R:1
C 0.83993 1.90346 -3.00588 -0.11
O 1.27106 2.94632 -2.18459 -0.19
C 0.22941 3.44121 -1.36101 -0.25
C 0.48934 4.75997 -0.79381 -0.42
C 0.33576 5.73997 -2.00625 -0.06
N 1.72847 5.06819 -0.04162 0.06
H 0.42628 1.06297 -2.42808 0.07
H 1.75428 1.54782 -3.44528 0.09
H 0.08443 2.09136 -3.75134 0.09
H -0.64341 3.51492 -2.00642 0.12
H 0.03710 2.72765 -0.57707 0.11
H -0.39356 4.97774 -0.17060 0.14
H 0.29981 6.79447 -1.73329 0.07
H -0.57426 5.59129 -2.57348 0.07
H 1.12940 5.55209 -2.73726 0.08
H 2.48183 5.04660 -0.70584 0.06
H 1.88690 4.19172 0.49648 0.06
C 0.70816 -3.41653 3.47972 -0.09
O -0.48063 -4.19835 3.33055 -0.18
C -0.95931 -4.41135 2.00042 -0.19
C -1.47850 -3.15516 1.28057 -0.41
C -2.97673 -2.98896 1.63821 -0.03
N -1.23365 -3.22175 -0.14737 0.04
H 0.79437 -2.89815 4.41289 0.08
H 0.89858 -2.66827 2.70463 0.08
H 1.55950 -4.13417 3.50779 0.10
H -0.13346 -4.78350 1.36085 0.12
H -1.72729 -5.17993 2.12040 0.13
H -0.93627 -2.37967 1.77363 0.11
H -3.33880 -1.95315 1.58045 0.07
H -2.98875 -3.31348 2.69425 0.09
H -3.57692 -3.59006 1.00714 0.06
H -0.23177 -3.28635 -0.31065 0.06
H -1.57546 -4.10308 -0.50660 0.10
O -3.31025 0.76102 0.01894 -0.06
H -3.44770 1.69915 -0.11218 0.03
H -3.25047 0.30338 -0.81765 -0.01
O -2.02365 -1.09602 -1.80889 -0.07
H -2.02904 -1.45119 -2.69484 0.06
H -1.84241 -1.91273 -1.29722 0.01
O 2.48884 1.98771 0.28440 -0.03
H 2.53701 2.23799 -0.64727 0.03
H 2.77455 1.08528 0.27478 0.00
O 2.96169 -1.19466 -0.09383 -0.06
H 2.03925 -0.97292 -0.35829 0.01
H 3.47081 -0.73858 -0.78100 0.08
O 0.38909 -0.58807 -0.58573 -0.06
H 0.10455 -0.31881 0.29380 0.03
H -0.41817 -0.70976 -1.09965 0.00
O 0.04508 0.85011 2.06313 -0.06
H -0.88434 1.08701 1.85273 0.06
H 0.63787 1.54121 1.74114 0.02
O 1.90196 -3.47544 -0.03131 -0.06
H 1.70606 -3.69286 0.87280 0.00
H 2.44341 -2.67764 0.02460 -0.04
```

Molecular formula: C8H3ClCrN5O9
Method: DFT, the ωB97M-V functional and the def2-TZVPD basis

As for the highest occupied orbital energy (alpha / beta): -11.1 / -11.2 eV. The spin multiplicity is 4. The expectation value of S² is 3.783. The calculation puts the energy relative to the best compared isomer or geometry (same formula, charge and spin) at 2.0 kcal/mol.

Geometry as XYZ:
```
27
Properties=species:S:1:pos:R:3:lowdin_charge:R:1
Cr 1.07672 1.25585 -0.38353 1.07
O 1.84727 -4.42044 0.21559 0.15
C 0.59451 -4.16818 -0.09908 -0.50
O -0.16317 -5.07603 -0.33555 0.12
C 0.19893 -2.75467 -0.28783 -0.01
C -1.08774 -2.34699 -0.64007 0.05
N -1.12506 -1.02299 -0.74373 0.09
N 0.06689 -0.51097 -0.41761 -0.02
C 0.88052 -1.54023 -0.17622 -0.08
C 2.33203 -1.12004 0.04636 -0.52
O 3.17589 -1.96579 0.18606 0.13
O 2.54293 0.14168 -0.03639 -0.06
H 2.36575 -3.56593 0.30024 0.10
H -1.92024 -2.96693 -0.72428 0.14
H -1.96131 -0.45066 -0.70613 0.16
O 0.29497 4.73977 -1.03739 -0.22
Cl 0.94204 3.61544 -1.62991 0.76
O 1.55485 3.89478 -2.85834 -0.21
O 2.00851 2.99238 -0.73751 -0.37
O 0.04306 2.48125 -1.65666 -0.38
O 0.26027 1.80058 1.19959 -0.17
N -0.98404 1.75051 0.78174 -0.03
C -1.96604 1.85754 1.56173 -0.29
C -1.89954 2.29796 2.90717 -0.13
N -1.80530 2.60510 4.01466 0.21
C -3.17538 1.40925 0.92890 -0.15
N -4.09731 1.06777 0.32819 0.18
```

Molecular formula: C8H3OP
Method: DFT, the ωB97M-V functional and the def2-TZVPD basis

As for the highest occupied orbital energy: -9.0 eV. The calculation puts the energy relative to the best compared isomer or geometry (same formula, charge and spin) at 0.0 kcal/mol.

Geometry as XYZ:
```
13
Properties=species:S:1:pos:R:3:lowdin_charge:R:1
C -2.23619 -0.47256 1.70716 0.21
C -0.64523 -0.01829 2.39087 0.14
C -0.33640 0.94171 -1.25260 -0.02
C -1.43598 0.88946 -0.43159 -0.01
C 0.76226 0.07789 -0.87277 -0.05
C -1.53385 0.19853 0.77089 -0.36
C 0.86139 -0.65149 0.31486 -0.33
C -0.22278 -0.39910 1.16603 -0.35
O 3.21650 -1.90407 -0.19305 -0.48
P 2.40770 -1.56080 0.96515 0.92
H -0.17481 1.39970 -2.26530 0.13
H -2.25153 1.42580 -0.73421 0.09
H 1.58892 0.07323 -1.56543 0.10
```

| no. | E (Eh) | largest force on an atom (eV Å⁻¹) |
| --- | --- | --- |
| 1 | -1052.17298 | 5.23 |
| 2 | -1718.97391 | 6.13 |
| 3 | -1113.03108 | 3.67 |
| 4 | -2761.99300 | 2.73 |
| 5 | -722.94740 | 2.84 |